The following is a quantum chemistry calculation of C4H7ClN2 in the gas phase in a non-equilibrium geometry, from OMol25.

Values from the calculation:
E_HOMO (spin up / spin down): -5.13 / -9.66 eV
LUMO level (spin up / spin down): 0.95 / -1.81 eV
Multiplicity: 3
Expectation value of S²: 2.007
Molecular weight: 118.57 g/mol
Kohn-Sham gap (spin up / spin down): 6.07 / 7.86 eV

Element x y z (Å)
C: 1.000 1.418 -0.288
C: 0.255 -0.818 -0.246
C: 1.621 0.086 -0.539
C: -1.997 -0.234 0.583
N: -0.268 1.371 -0.134
N: -0.812 0.165 -0.297
Cl: 2.946 -0.399 0.523
H: 1.323 2.385 -0.045
H: 0.211 -1.498 -1.105
H: 0.402 -1.409 0.681
H: 1.949 -0.241 -1.577
H: -2.523 -1.021 0.135
H: -1.489 -0.433 1.518
H: -2.617 0.630 0.790

Cartesian forces, eV/Å:
6.775 -1.721 -1.829
2.658 -0.274 -1.637
-2.487 -0.830 -0.727
2.102 2.420 -0.308
-10.312 1.187 1.464
0.729 -0.968 1.623
0.754 -0.183 0.620
1.760 0.759 0.123
-0.395 -0.215 0.358
-0.423 0.609 -0.266
-0.149 0.908 1.066
-0.582 -1.188 -0.390
-0.293 -0.692 0.390
-0.137 0.186 -0.487



The following is a quantum chemistry calculation of 2 unconnected molecules or ions with the total composition C3H4Cl3NS in a non-equilibrium geometry, from OMol25.

Values from the calculation:
E_HOMO (spin up / spin down): -8.10 / -8.10 eV
LUMO level (spin up / spin down): -1.57 / -1.57 eV
Molecular weight: 192.50 g/mol
Kohn-Sham gap (spin up / spin down): 6.54 / 6.54 eV

Element x y z (Å)
C: -0.553 -0.129 -0.014
C: 2.011 -0.625 0.249
C: -1.984 -0.058 -0.056
N: 0.341 1.465 -1.061
S: 0.381 -1.347 0.602
Cl: -2.700 0.534 -1.480
Cl: -2.736 -1.575 0.460
Cl: -2.440 1.071 1.249
H: 1.977 0.358 0.551
H: 1.988 -0.438 -0.813
H: 2.795 -1.154 0.703
H: 0.919 1.897 -0.390

Cartesian forces, eV/Å:
4.280 3.058 -1.727
-1.639 -0.566 -0.970
-1.472 -0.184 1.519
-3.267 -3.529 -0.299
-0.469 0.911 -0.342
-0.053 0.086 -1.464
-0.384 -1.118 -0.227
0.372 0.613 0.566
-0.002 2.015 1.450
0.511 -0.663 -0.661
0.960 -0.986 0.257
1.163 0.364 1.898



The following is a quantum chemistry calculation of a molecular structure, C48H56Cl6N8O3V in a non-equilibrium geometry, from OMol25.

Values from the calculation:
E_HOMO (spin up / spin down): -4.35 / -4.83 eV
LUMO level (spin up / spin down): -0.95 / -0.71 eV
Multiplicity: 2
Expectation value of S²: 0.865
Molecular weight: 1056.69 g/mol
Kohn-Sham gap (spin up / spin down): 3.41 / 4.13 eV

Element x y z (Å)
O: -1.610 1.769 -2.035
V: -2.860 0.879 -1.628
C: 1.639 3.341 -2.142
C: 1.228 2.996 -3.600
C: 1.678 1.567 -4.005
O: -0.027 3.318 -3.923
H: 1.506 4.419 -1.990
H: 2.704 3.150 -1.922
H: 1.046 2.843 -1.348
H: 1.949 3.686 -4.160
H: 2.771 1.465 -4.056
H: 1.349 1.362 -5.030
H: 1.218 0.854 -3.304
C: 0.460 0.511 0.495
C: -0.705 -0.458 0.496
C: -0.998 -1.111 1.836
O: -1.838 0.075 -0.039
H: 0.134 1.462 0.960
H: 0.770 0.793 -0.513
H: 1.308 0.178 1.096
H: -0.348 -1.286 -0.182
H: -1.769 -1.875 1.701
H: -1.277 -0.397 2.607
H: -0.112 -1.669 2.181
N: -4.603 -0.443 -0.886
C: -5.878 -0.056 -1.020
C: -6.944 -0.707 -0.436
C: -6.691 -1.810 0.358
C: -5.399 -2.311 0.444
C: -4.426 -1.590 -0.237
H: -6.105 0.844 -1.585
H: -7.984 -0.442 -0.565
H: -7.514 -2.379 0.779
H: -5.182 -3.214 0.986
H: -3.395 -1.879 -0.048
N: -2.983 -5.822 -1.442
C: -2.160 -4.800 -1.303
C: -2.017 -4.058 -0.147
C: -2.699 -4.500 0.975
C: -3.560 -5.583 0.852
C: -3.695 -6.186 -0.375
H: -1.660 -4.568 -2.238
H: -1.319 -3.230 -0.222
H: -2.584 -3.928 1.890
H: -4.124 -5.871 1.733
H: -4.361 -7.018 -0.577
N: -3.863 2.482 -0.361
C: -5.030 3.041 -0.631
C: -5.645 3.943 0.172
C: -4.952 4.352 1.281
C: -3.718 3.816 1.580
C: -3.196 2.872 0.720
H: -5.421 2.765 -1.605
H: -6.608 4.363 -0.070
H: -5.352 5.150 1.899
H: -3.199 4.183 2.449
H: -2.257 2.375 0.932
N: -2.148 -0.792 -2.851
C: -0.843 -0.895 -3.064
C: -0.294 -1.824 -3.922
C: -1.119 -2.767 -4.514
C: -2.466 -2.710 -4.237
C: -2.929 -1.700 -3.417
H: -0.219 -0.162 -2.569
H: 0.775 -1.850 -4.083
H: -0.738 -3.484 -5.232
H: -3.199 -3.399 -4.634
H: -4.004 -1.634 -3.282
N: 2.654 -6.280 -1.049
C: 2.347 -5.836 -2.262
C: 1.753 -4.631 -2.508
C: 1.432 -3.792 -1.463
C: 1.700 -4.283 -0.188
C: 2.334 -5.500 -0.042
H: 2.692 -6.466 -3.073
H: 1.556 -4.342 -3.536
H: 0.978 -2.808 -1.491
H: 1.497 -3.711 0.712
H: 2.611 -5.763 0.977
N: 3.709 0.989 4.216
C: 3.520 -0.198 3.657
C: 4.451 -0.813 2.846
C: 5.643 -0.136 2.585
C: 5.807 1.122 3.123
C: 4.835 1.618 3.968
H: 2.521 -0.594 3.812
H: 4.321 -1.816 2.455
H: 6.413 -0.553 1.946
H: 6.667 1.738 2.882
H: 4.963 2.574 4.460
N: 5.230 1.871 -1.123
C: 4.642 0.776 -0.665
C: 4.803 -0.482 -1.213
C: 5.575 -0.600 -2.354
C: 6.145 0.538 -2.886
C: 5.979 1.734 -2.214
H: 4.066 0.939 0.245
H: 4.365 -1.358 -0.763
H: 5.713 -1.537 -2.881
H: 6.672 0.479 -3.828
H: 6.382 2.652 -2.633
N: 2.230 4.317 2.296
C: 3.073 3.675 1.501
C: 4.397 4.038 1.325
C: 4.855 5.123 1.999
C: 3.970 5.874 2.746
C: 2.694 5.375 2.937
H: 2.659 2.792 1.032
H: 4.998 3.392 0.700
H: 5.905 5.385 1.932
H: 4.327 6.738 3.293
H: 1.898 5.889 3.469
C: -4.481 0.367 3.906
Cl: -5.308 -0.684 5.082
Cl: -4.181 1.940 4.640
Cl: -5.467 0.485 2.446
H: -3.525 -0.072 3.658
C: 0.372 2.652 4.358
Cl: 1.076 3.742 5.562
Cl: -0.926 3.480 3.506
Cl: -0.210 1.200 5.208
H: 1.158 2.311 3.700

Cartesian forces, eV/Å:
-2.214 -0.696 0.031
4.834 0.327 1.984
0.123 -0.085 0.632
0.809 1.282 -0.529
-0.033 0.171 -0.094
-0.457 -0.625 0.251
-0.170 -0.117 -0.095
-0.151 -0.153 -0.190
-0.004 0.006 -0.447
-0.032 -0.430 -0.041
-0.057 -0.090 0.521
-0.351 0.018 0.195
0.347 -0.069 -0.224
-0.246 1.217 0.697
1.017 -0.921 -1.240
0.530 -0.590 -0.019
-2.838 0.954 -0.942
0.036 -0.224 -0.079
0.060 -0.222 0.025
0.133 -0.275 -0.187
-0.141 0.003 0.325
-0.207 0.287 0.114
-0.125 0.161 0.050
-0.083 0.275 0.042
-1.119 -0.149 -0.493
-0.694 0.502 -0.119
-0.100 -0.474 0.378
0.006 -1.122 -0.351
-0.718 0.890 -0.736
1.457 -0.464 1.550
0.312 -0.162 -0.076
0.132 0.534 -0.223
0.032 0.256 0.221
0.238 -0.012 0.019
-0.011 0.121 -0.551
-0.423 -0.361 0.155
-0.175 -0.011 -0.964
0.512 -0.417 -0.333
0.296 0.804 -0.267
-0.115 0.484 0.951
0.103 -0.486 -0.662
0.373 0.353 0.286
-0.176 0.126 0.583
-0.138 -0.342 0.139
-0.041 -0.286 -0.247
-0.123 0.022 0.400
0.980 -0.823 -0.443
-0.133 -0.607 -1.437
-0.501 0.553 0.101
-0.036 0.751 0.845
-0.222 0.356 -0.177
0.336 -0.365 0.742
-0.365 0.094 0.144
-0.029 0.009 -0.148
-0.049 -0.199 0.077
0.239 -0.181 0.026
0.006 0.012 -0.215
-0.811 0.294 0.439
0.834 0.551 0.066
0.188 -0.579 0.095
0.168 0.129 -0.362
-0.428 0.090 0.139
-0.808 -0.479 -0.523
-0.104 0.013 -0.053
-0.021 0.228 -0.018
0.088 -0.068 0.176
0.167 -0.091 -0.144
0.119 0.194 0.288
0.357 -0.537 -0.095
0.693 -0.800 0.017
-0.557 1.099 -1.097
-0.156 -0.298 1.546
0.090 0.588 -0.069
-0.183 0.535 0.865
-0.263 -0.032 -0.124
0.065 0.003 0.068
0.013 -0.063 -0.680
-0.101 0.106 -0.182
0.032 -0.528 -0.219
-0.670 0.086 0.397
-0.620 0.038 -0.333
0.779 -0.331 -0.078
-0.287 -0.035 -0.096
0.533 0.224 -0.156
0.280 0.498 0.073
0.157 -0.396 0.089
-0.270 0.120 -0.008
-0.119 -0.089 0.000
0.026 -0.159 0.104
0.013 0.114 -0.074
0.287 -0.004 -0.253
-0.037 0.137 0.847
0.107 -0.258 -0.081
-0.076 -0.118 -0.315
0.088 -0.055 -0.132
-0.271 0.551 -0.503
-0.123 -0.275 -0.149
-0.233 -0.034 0.119
-0.101 -0.093 0.242
0.173 0.161 0.079
0.133 -0.074 0.146
-0.065 -0.664 -0.004
-0.278 -0.375 0.067
-0.514 -1.394 -0.461
0.811 0.759 -0.010
0.192 -0.047 1.073
-0.755 0.976 -0.622
0.087 -0.049 -0.317
0.235 0.221 -0.104
-0.062 0.213 -0.020
-0.179 0.080 -0.063
0.502 0.238 0.436
-0.311 0.011 0.440
0.219 0.009 -0.177
-0.014 -0.029 -0.161
0.159 0.223 0.017
0.019 -0.076 -0.100
0.125 -0.046 0.771
0.064 -0.017 -0.146
0.192 -0.269 -0.110
-0.206 -0.052 -0.193
-0.009 0.314 -0.318



The following is a quantum chemistry calculation of a molecular structure, C5H10N in a non-equilibrium geometry, from OMol25.

Values from the calculation:
E_HOMO: -13.13 eV
LUMO level: -3.57 eV
Net charge: +1
Molecular weight: 84.14 g/mol
Kohn-Sham gap: 9.56 eV

Element x y z (Å)
C: 0.960 0.177 -0.076
C: -0.207 0.747 -0.145
C: -0.694 -0.568 -0.681
C: 2.302 -0.330 0.047
C: -0.895 2.027 0.112
N: -1.287 -1.555 0.259
H: -0.660 -0.858 -1.709
H: 2.573 -0.431 1.101
H: 2.988 0.384 -0.416
H: 2.435 -1.293 -0.448
H: -0.675 2.731 -0.690
H: -0.542 2.469 1.042
H: -1.972 1.892 0.156
H: -0.573 -2.107 0.758
H: -1.880 -2.203 -0.275
H: -1.873 -1.083 0.964

Cartesian forces, eV/Å:
-4.204 -1.282 -1.237
0.430 -0.460 0.082
3.470 1.547 1.108
0.812 0.015 0.139
0.042 0.397 0.097
-0.145 -0.086 0.159
-0.249 -0.191 -0.249
0.064 -0.002 -0.066
0.059 -0.065 0.066
-0.046 0.083 0.012
-0.054 0.048 -0.045
-0.045 0.061 0.018
-0.043 -0.009 0.021
-0.329 0.113 -0.163
0.091 0.097 0.296
0.145 -0.268 -0.239



The following is a quantum chemistry calculation of C2H4NP in the gas phase in a non-equilibrium geometry, from OMol25.

Values from the calculation:
E_HOMO (spin up / spin down): -6.10 / -9.58 eV
LUMO level (spin up / spin down): 0.71 / -1.06 eV
Multiplicity: 3
Expectation value of S²: 2.010
Molecular weight: 73.03 g/mol
Kohn-Sham gap (spin up / spin down): 6.81 / 8.52 eV

Element x y z (Å)
C: 0.927 0.415 0.929
C: -1.355 -0.251 -0.785
N: 1.830 1.192 0.974
P: 0.104 -0.820 -0.132
H: -2.314 -0.602 -0.469
H: -1.357 0.462 -1.700
H: 2.687 1.393 0.503
H: -0.523 -1.790 0.679

Cartesian forces, eV/Å:
-2.439 -1.047 0.109
-1.129 2.923 -2.448
0.787 1.172 1.311
2.050 -1.835 -0.527
-0.313 -0.254 0.047
0.000 -1.244 1.818
0.555 -0.167 -1.083
0.489 0.453 0.772



The following is a quantum chemistry calculation of a molecular structure, C3H7N3O in a non-equilibrium geometry, from OMol25.

Values from the calculation:
E_HOMO: -8.06 eV
LUMO level: 0.56 eV
Molecular weight: 101.11 g/mol
Kohn-Sham gap: 8.62 eV

Element x y z (Å)
C: -0.562 -0.446 0.773
C: 0.980 1.352 0.389
C: 0.120 -0.323 -0.434
N: 1.124 2.224 -0.639
N: -1.266 -2.119 0.223
N: 0.163 -0.443 -1.660
O: 1.440 1.501 1.496
H: 0.878 1.925 -1.571
H: 1.751 3.014 -0.544
H: -0.412 -1.222 -1.998
H: -0.647 -2.790 0.681
H: -2.149 -2.168 0.733
H: 0.017 -0.689 1.655
H: -1.435 0.183 0.896

Cartesian forces, eV/Å:
-2.560 -6.356 -0.538
1.093 -1.017 -2.266
1.828 5.543 0.677
-0.101 0.057 0.095
0.203 2.194 1.528
0.298 -0.441 0.265
-0.801 -0.412 -0.170
0.013 -0.084 0.186
-0.177 -0.109 0.089
-0.044 0.026 0.186
-0.138 0.143 0.061
0.119 -0.218 -0.055
0.060 0.496 -0.018
0.209 0.180 -0.039